(1)
{"formula": "C2H6N3O2", "method": "ωB97M-V/def2-TZVPD", "de_lowest_kcal_mol": 132.6, "charge": -1, "lumo_energy_ev": 4.131, "gap_ev": 8.80, "species": ["H", "H", "H", "H", "H", "O", "C", "N", "N", "O", "N", "C", "H"], "xyz": [[1.61925, 0.56275, 1.23042], [-0.05872, 0.42565, 2.02979], [-0.00027, 0.90741, 0.52878], [-1.38266, -1.36644, -1.73108], [0.38286, -0.56056, 0.69024], [2.06681, 0.72729, -3.06427], [0.55072, 0.33504, 1.25183], [-0.12870, 0.21777, -2.79909], [0.83059, 0.89304, -3.37564], [0.53129, 1.64742, -4.32450], [-0.67949, -1.29613, -1.05138], [0.00073, -0.41428, -1.64787], [0.86182, -0.10695, -1.11796]], "forces_ev_per_angstrom": [[-0.4, 0.3, 0.6], [-1.6, 0.0, 4.1], [0.3, 1.3, -0.5], [-2.4, -1.3, -1.0], [0.1, -1.3, 0.7], [-1.8, 0.2, 0.0], [1.7, -0.2, -4.2], [-2.8, 0.2, -2.2], [2.2, -0.1, -0.1], [0.0, -0.5, 0.8], [-0.6, -0.2, 0.0], [4.0, 1.0, 1.1], [1.4, 0.5, 0.5]], "mulliken_charge": [0.25, 0.42, 0.39, 0.30, 0.37, -0.67, -1.38, -0.72, 1.04, -0.67, -0.69, -0.39, 0.76]}

=====

(2)
{"formula": "C2H6N3O3", "method": "ωB97M-V/def2-TZVPD", "de_lowest_kcal_mol": 246.4, "charge": -1, "lumo_energy_ev": 2.445, "gap_ev": 4.38, "species": ["N", "H", "O", "H", "C", "C", "H", "H", "N", "H", "O", "O", "N", "H"], "xyz": [[1.27813, 0.13765, -0.75036], [-1.18523, 2.21198, -0.17698], [-2.31426, -1.08330, -0.05333], [-0.41929, -1.71683, 0.33624], [-0.71975, 1.34229, 0.25383], [0.04602, 0.45045, -0.56067], [-1.47901, 0.67366, 0.75423], [-0.61931, -0.12392, -1.24016], [-1.37780, -2.02949, 0.42661], [-0.17550, 1.73920, 1.08444], [3.31119, -0.45488, -0.40725], [2.56156, 1.30724, 0.67323], [2.41107, 0.39815, -0.15264], [-1.31784, -2.85219, -0.18720]], "forces_ev_per_angstrom": [[-2.1, -1.8, -2.6], [-0.4, -0.2, -0.9], [0.2, 0.1, -0.3], [0.6, 0.7, 0.0], [-0.3, 0.0, 3.3], [0.1, -0.2, -1.8], [-0.1, 0.3, -1.1], [0.3, 0.3, 0.3], [-0.3, -0.9, 0.6], [0.9, 0.4, 0.5], [-1.4, 2.1, 0.4], [-0.1, -0.3, -0.9], [3.1, -0.6, 2.6], [-0.5, 0.1, -0.2]], "mulliken_charge": [-0.51, 0.31, -0.74, 0.21, -0.93, 0.05, 0.29, 0.50, -0.47, 0.31, -0.55, -0.58, 0.94, 0.15]}

=====

(3)
{"formula": "C2H6N3S2", "method": "ωB97M-V/def2-TZVPD", "de_lowest_kcal_mol": 37.7, "charge": 1, "lumo_energy_ev": -4.449, "gap_ev": 9.71, "species": ["H", "N", "S", "H", "C", "H", "C", "N", "S", "H", "H", "H", "N"], "xyz": [[-2.12465, 1.92869, -0.20927], [-2.07662, -0.96493, 0.09593], [1.93335, 1.71337, 0.07932], [-1.75633, -1.89328, -0.20407], [1.51535, 0.02298, 0.06642], [-3.09876, -0.90273, 0.32531], [-1.22583, 0.10959, 0.02203], [-1.17505, 1.37719, -0.20814], [2.91608, -1.09670, -0.11521], [0.67069, 2.10227, -0.21825], [3.64471, -0.19057, 0.57065], [0.45301, -1.61470, -0.18425], [0.32405, -0.59118, -0.02047]], "forces_ev_per_angstrom": [[2.2, -1.7, 0.0], [-0.6, 0.6, 0.3], [-0.6, -1.0, 0.1], [-0.2, 0.9, 0.4], [-0.6, -1.0, -1.1], [1.7, 0.3, -0.5], [2.3, 0.2, -1.8], [-2.5, -1.7, 1.2], [-0.8, 1.2, 0.7], [-0.1, 0.1, 0.3], [0.4, -0.4, -0.2], [-0.7, 1.1, 0.4], [-0.4, 1.4, 0.1]], "mulliken_charge": [0.26, -0.35, -0.09, 0.20, 0.52, 0.25, 0.59, -0.62, -0.13, 0.26, 0.20, 0.26, -0.35]}

=====

(4)
{"formula": "C2H6N4", "method": "ωB97M-V/def2-TZVPD", "de_lowest_kcal_mol": 38.5, "lumo_energy_ev": 0.778, "gap_ev": 8.85, "species": ["N", "H", "N", "H", "H", "H", "H", "N", "H", "C", "C", "N"], "xyz": [[-0.76919, 1.82936, -0.17168], [0.98721, 1.01780, -1.75528], [0.73683, 0.27187, -1.11220], [-0.42124, 2.58713, -0.73628], [1.01366, -1.56353, -0.60164], [-1.21233, -0.09017, 1.44535], [0.90152, -3.03413, 0.33890], [-0.30543, -0.15726, 0.91502], [-1.25313, 2.10046, 0.66831], [-0.04602, 0.65357, -0.17887], [-0.22219, -1.52040, 1.02783], [0.59031, -2.09468, 0.16054]], "forces_ev_per_angstrom": [[0.1, 0.1, 0.1], [-0.4, -0.1, -0.1], [0.7, 0.2, 0.3], [-0.1, -0.1, 0.0], [0.2, -0.1, 0.2], [1.4, 1.6, -0.9], [-0.4, -0.1, -0.2], [-3.0, -0.5, 1.1], [0.2, 0.0, 0.0], [-0.4, 0.5, -0.5], [1.4, -1.6, 0.1], [0.3, 0.1, -0.1]], "mulliken_charge": [-0.40, 0.19, -0.66, 0.23, 0.24, 0.37, 0.23, -0.17, 0.21, 0.51, -0.65, -0.10]}

=====

(5)
{"formula": "C2H6N4", "method": "ωB97M-V/def2-TZVPD", "de_lowest_kcal_mol": 94.0, "lumo_energy_ev": 1.116, "gap_ev": 10.72, "species": ["C", "H", "N", "H", "H", "N", "H", "N", "C", "H", "N", "H"], "xyz": [[0.31344, -1.04866, 2.02776], [-0.89893, 1.09125, 1.34035], [-0.56169, 2.01902, -2.92621], [-0.60451, -0.61119, 2.66906], [1.00547, -0.87934, 2.74381], [0.55080, -0.32657, 0.88650], [0.10626, 1.20046, -0.26951], [-0.31969, 0.91944, -3.00527], [-0.08468, 0.75115, 0.61580], [0.69312, -0.73978, -2.92162], [-0.29888, -0.28877, -3.02228], [0.09928, -2.08701, 1.86160]], "forces_ev_per_angstrom": [[-5.0, 0.7, 1.8], [0.9, -0.1, -1.0], [0.4, -0.5, -0.3], [1.0, -0.8, -1.4], [3.1, -0.1, 1.9], [0.1, 2.1, -2.7], [0.5, 1.8, -2.5], [-0.3, 1.9, 0.6], [-0.8, -3.1, 4.1], [-2.3, 1.5, -0.2], [2.2, -2.9, -0.1], [0.2, -0.5, -0.2]], "mulliken_charge": [-0.66, 0.17, -0.38, 0.21, 0.30, -0.35, 0.27, 0.67, -0.19, 0.28, -0.57, 0.25]}

=====

(6)
{"formula": "C2H6N4", "method": "ωB97M-V/def2-TZVPD", "de_lowest_kcal_mol": 68.3, "lumo_energy_ev": 1.010, "gap_ev": 9.33, "smiles": "[H]/N=C(N)/C=N/N", "species": ["C", "H", "N", "N", "C", "H", "N", "H", "H", "H", "N", "H"], "xyz": [[-0.31658, -0.48893, -0.17114], [1.78219, -1.77258, 0.45183], [2.03845, -0.86615, 0.00736], [-2.51354, -0.13081, 0.12619], [1.09188, 0.14731, 0.05137], [-2.79115, -1.14443, -0.20577], [1.09251, 1.42493, -0.07768], [-0.38090, -1.65167, -0.38025], [1.97927, 1.67108, 0.20814], [2.99145, -0.72242, 0.09171], [-1.34053, 0.30708, 0.02734], [-3.17087, 0.52435, -0.02952]], "forces_ev_per_angstrom": [[-0.2, 0.1, 0.8], [0.0, 1.3, -0.6], [-1.7, -1.2, 1.0], [-2.2, -6.0, -0.4], [-3.7, -1.0, -2.5], [0.8, 2.4, 0.7], [-0.7, -2.0, 0.7], [-0.2, 2.3, 0.5], [2.9, 1.6, 0.3], [2.0, 0.9, 0.2], [5.7, -0.9, -0.3], [-2.8, 2.4, -0.5]], "mulliken_charge": [-0.21, 0.21, -0.42, -0.43, 0.41, 0.23, -0.58, 0.22, 0.22, 0.21, -0.09, 0.22]}

=====

Question: Number 2 is which compound?
Answer: C2H6N3O3